# 1
A gas-phase ion, C9H6NO5 (charge -1) in a non-equilibrium geometry. Source: the Open Molecules 2025 dataset; level of theory: wB97M-V/def2-TZVPD.

Calculated values
Gap between HOMO and LUMO, hartree: 0.3116
Largest force on an atom, eV/A: 4.41
SMILES: O=C([O-])[C@]1([N+](=O)[O-])Cc2ccccc2O1
Energy relative to the best compared isomer or geometry (same formula, charge and spin), kJ/mol: 166.3
Highest occupied orbital energy, eV: -5.2

The geometry in ORCA input format:
```
! RIJCOSX wB97M-V def2-TZVPD def2/J DEFGRID3
* xyz -1 1
O 0.98933 -2.44505 1.94668
C 0.68814 -1.50994 2.64479
O 0.83093 -1.28179 3.84150
C -0.01791 -0.25993 1.65619
N -0.52801 0.91278 2.25106
O -1.75746 0.92522 2.50316
O 0.24308 1.85124 2.56139
C -0.99754 -0.79610 0.61073
C -0.51164 -0.28091 -0.63486
C -0.95260 -0.32681 -1.93259
C -0.17878 0.23888 -2.88671
C 0.97210 0.97484 -2.59495
C 1.40051 1.11720 -1.26312
C 0.69799 0.34866 -0.39482
O 1.10550 0.22440 0.89628
H -2.04007 -0.45446 0.94253
H -1.10407 -1.81353 0.52972
H -1.90815 -0.79346 -2.27223
H -0.49143 0.26976 -4.01107
H 1.42846 1.34547 -3.56385
H 2.13160 1.75354 -0.82980
*
```

---

# 2
A molecular structure, C18H19F3N6O8PtS2 in a non-equilibrium geometry. Source: the Open Molecules 2025 dataset; level of theory: wB97M-V/def2-TZVPD.

Calculated values
Gap between HOMO and LUMO, hartree: 0.2463
Largest force on an atom, eV/A: 2.21
Energy relative to the best compared isomer or geometry (same formula, charge and spin), kJ/mol: 168.2
Highest occupied orbital energy, eV: -2.0

The geometry in ORCA input format:
```
! RIJCOSX wB97M-V def2-TZVPD def2/J DEFGRID3
* xyz -2 1
Pt 0.22494 0.43246 -0.01446
O 1.18456 4.34592 0.92967
C 0.52459 3.38769 0.54152
O 1.05582 2.20026 0.48336
C -0.88089 3.62034 0.03606
C -1.14177 4.84636 -0.56123
C -2.40976 5.15222 -1.03395
C -3.42908 4.22130 -0.89878
C -3.18352 2.99492 -0.30190
C -1.91179 2.67344 0.17514
S -1.64005 1.15274 1.01638
H -0.32970 5.55862 -0.63048
H -2.60030 6.11104 -1.50217
H -4.42413 4.44744 -1.26700
H -3.96886 2.25552 -0.20841
C 4.19962 2.32456 1.67772
C 4.57976 0.99907 2.32367
C 4.44697 -0.24312 1.40775
C 4.94006 -1.48102 2.16698
C 4.84576 -2.76320 1.34932
C 5.32714 -0.01166 0.20064
O 6.54674 -0.07705 0.24157
N 4.66747 0.32144 -0.93506
C 3.26230 0.31044 -1.15715
O 2.89248 0.63464 -2.26572
N 2.45499 -0.08754 -0.14224
C 2.95792 -0.41116 1.06682
O 2.23911 -0.83658 1.97083
H 4.31185 3.13815 2.39649
H 3.16368 2.33821 1.33814
H 4.84041 2.55288 0.82252
H 3.93801 0.80532 3.18625
H 5.61660 1.02575 2.67259
H 4.33068 -1.56748 3.06685
H 5.97518 -1.29624 2.46133
H 3.81789 -2.95093 1.03198
H 5.17395 -3.62475 1.93480
H 5.47646 -2.70995 0.45908
H 5.21485 0.54158 -1.75330
N 0.00172 -5.10703 0.02561
C 0.33504 -3.77724 -0.09858
N 0.76735 -3.15432 0.99484
N 0.25599 -3.27532 -1.31020
C 0.23628 -1.98168 -1.50662
N 0.11549 -0.88564 -1.89354
H -0.50599 -5.28555 0.88493
H -0.56993 -5.37872 -0.76222
H 0.52639 -3.54598 1.88963
H 0.93918 -2.15046 1.01747
F -4.08848 -2.34418 2.94322
C -4.30260 -2.44324 1.62039
F -5.37872 -3.24300 1.46091
F -4.64173 -1.23033 1.17451
S -2.82590 -3.11288 0.72445
O -3.36506 -3.44673 -0.57148
O -2.45681 -4.25930 1.54962
O -1.88632 -2.01784 0.77766
*
```

---

# 3
13 unconnected molecules or ions with the total composition C30H80N4O20 in a non-equilibrium geometry. Source: the Open Molecules 2025 dataset; level of theory: wB97M-V/def2-TZVPD.

Calculated values
Gap between HOMO and LUMO, hartree: 0.2449
Largest force on an atom, eV/A: 2.84
Highest occupied orbital energy, eV: -7.9

The geometry in ORCA input format:
```
! RIJCOSX wB97M-V def2-TZVPD def2/J DEFGRID3
* xyz 0 1
O -0.92262 0.71848 5.97261
H -0.88827 0.26727 6.84465
H -0.92310 -0.07529 5.24068
H -1.66523 1.35447 5.96031
O -0.23109 2.81432 -1.61208
H 0.76170 3.05566 -1.65991
H -0.52532 2.06408 -0.93660
H -0.76497 3.68646 -1.45119
C -0.36179 0.17776 2.81797
C -1.07478 -0.95288 3.14745
C -1.78322 -1.70101 2.05571
O -2.38388 -2.74003 2.27732
C -1.88983 -1.10157 0.79542
C -1.24293 0.05371 0.42808
C -0.36974 0.71886 1.50375
O 0.33536 1.73436 1.19995
O -1.31858 0.59843 -0.71736
O -1.08614 -1.34592 4.33266
H 0.10760 0.71118 3.63432
H -2.42062 -1.58260 -0.01746
O -5.29707 -1.89114 -0.46640
H -4.60476 -1.35214 -0.91245
H -6.13093 -1.47313 -0.69817
O -3.52491 -3.57153 4.78779
H -2.97305 -3.29922 4.02344
H -4.00313 -4.34637 4.47375
O -4.09456 -4.24185 0.68562
H -3.48992 -3.88099 1.35535
H -4.60675 -3.46615 0.39126
O -1.45819 -2.86331 6.76320
H -1.43154 -2.60698 5.81052
H -1.36671 -2.04192 7.25220
O -3.87441 0.00298 -1.86737
H -3.01910 0.21450 -1.42592
H -3.66539 -0.04872 -2.80738
O 2.51305 1.50017 2.86714
H 1.71952 1.71124 2.31810
H 2.29731 0.65771 3.31387
C -0.59000 -4.25681 -0.33076
O -1.01283 -4.47073 -1.67908
C -0.37211 -3.68659 -2.61624
C -0.87868 -4.00475 -4.00455
N -0.74671 -5.41970 -4.29586
C -1.46777 -5.73974 -5.53196
C -1.34600 -7.18353 -5.86492
O -2.11231 -7.97338 -5.02784
C -2.15817 -9.31888 -5.46967
H -0.67109 -3.18525 -0.11673
H 0.44326 -4.61681 -0.22167
H -1.29823 -4.78598 0.29904
H 0.69884 -3.98787 -2.60064
H -0.32742 -2.61166 -2.38344
H -0.27503 -3.39648 -4.68500
H -1.93303 -3.66983 -4.03507
H -1.23170 -5.90004 -3.53663
H -0.91893 -5.23884 -6.33662
H -2.51208 -5.41324 -5.46448
H -0.28908 -7.50244 -5.88410
H -1.57774 -7.37549 -6.92976
H -2.61297 -9.35131 -6.47390
H -2.88728 -9.83514 -4.84390
H -1.18113 -9.80881 -5.44390
C -3.86648 5.57325 -3.88825
O -4.03388 5.34348 -2.51709
C -3.67928 4.03933 -2.12043
C -3.21468 4.06604 -0.68467
N -1.89088 4.69440 -0.56449
C -1.43768 4.62727 0.85624
C -0.09832 5.27608 0.99741
O -0.19936 6.65629 0.76837
C 1.03869 7.30139 0.92419
H -2.83025 5.51067 -4.23306
H -4.21458 6.59356 -4.06946
H -4.53343 4.95495 -4.50246
H -2.86751 3.69417 -2.77135
H -4.52388 3.34193 -2.16742
H -3.12791 3.01768 -0.37435
H -3.98299 4.51875 -0.04743
H -2.02727 5.70478 -0.64768
H -1.35679 3.57913 1.14721
H -2.18239 5.07812 1.52425
H 0.66393 4.89005 0.31703
H 0.16323 5.06904 2.04800
H 1.30694 7.41341 1.98060
H 1.01731 8.24773 0.38924
H 1.85321 6.72218 0.45676
C 0.14834 6.24802 -2.87014
O 0.98400 5.34398 -2.24295
C 2.14509 5.07742 -2.98123
C 3.13301 4.32896 -2.14151
N 2.69572 2.93161 -1.89671
C 3.18350 2.39008 -0.65646
C 4.69788 2.25103 -0.65119
O 5.10611 1.61760 -1.86262
C 6.19310 0.72183 -1.64871
H -0.42460 5.79351 -3.69379
H 0.65343 7.17602 -3.14273
H -0.69608 6.52892 -2.23290
H 2.54516 6.00323 -3.41037
H 1.89270 4.42916 -3.83870
H 3.23747 4.88769 -1.20448
H 4.11503 4.30882 -2.62531
H 3.17202 2.40548 -2.62814
H 2.71002 1.47544 -0.30514
H 2.98435 3.07724 0.17228
H 5.01486 1.68866 0.22521
H 5.19415 3.22980 -0.62370
H 6.02859 -0.00059 -0.84591
H 7.07554 1.34212 -1.44817
H 6.35386 0.16060 -2.56784
C 1.77445 -3.01540 -0.68286
O 2.47274 -3.48177 0.42776
C 2.50705 -2.55353 1.51012
C 3.36071 -3.21631 2.57750
N 3.49026 -2.44557 3.79095
C 2.29902 -2.57168 4.62766
C 2.27633 -1.62128 5.78666
O 2.24850 -0.28305 5.30534
C 2.38655 0.72526 6.27258
H 2.12743 -2.02067 -0.99033
H 0.67379 -2.97305 -0.62375
H 1.90910 -3.70056 -1.52622
H 1.49824 -2.31560 1.87346
H 2.98260 -1.65539 1.10166
H 4.31615 -3.48840 2.11593
H 2.93578 -4.23535 2.69717
H 4.24934 -2.81246 4.35957
H 2.12937 -3.59529 4.99227
H 1.45323 -2.30551 3.98754
H 3.05063 -1.73443 6.55914
H 1.32430 -1.77772 6.32404
H 3.46120 0.89189 6.42715
H 1.97830 0.50630 7.27618
H 1.89217 1.62372 5.90736
*
```

---

# 4
2 unconnected molecules or ions with the total composition C4H13N2S2 in a non-equilibrium geometry. Source: the Open Molecules 2025 dataset; level of theory: wB97M-V/def2-TZVPD.

Calculated values
Gap between HOMO and LUMO, hartree: 0.3061
Largest force on an atom, eV/A: 2.48
Energy relative to the best compared isomer or geometry (same formula, charge and spin), kJ/mol: 76.5
Highest occupied orbital energy, eV: -11.8

The geometry in ORCA input format:
```
! RIJCOSX wB97M-V def2-TZVPD def2/J DEFGRID3
* xyz 1 1
C -0.46666 -0.49581 1.29934
N -1.70236 0.04291 1.81028
C -2.71483 0.29197 1.03862
N -3.87612 0.84236 1.32890
H -0.19020 -1.40833 1.79298
H 0.34266 0.22158 1.46708
H -0.61056 -0.83347 0.22204
H -1.64188 0.31821 2.76457
H -2.55034 0.00965 0.00957
H -4.12814 1.31207 2.16075
H -4.49834 0.92048 0.56491
C 1.67138 0.81684 -2.46405
C 1.91902 -0.41476 -1.57820
S 2.73268 0.23059 -0.06793
S 3.23284 -1.53889 0.80753
H 2.52616 1.38769 -2.76710
H 0.94371 1.46297 -1.96902
H 1.05260 0.46623 -3.32431
H 2.52988 -1.14296 -2.09903
H 0.92018 -0.84147 -1.27572
H 4.50831 -1.64782 0.27878
*
```

---

# 5
A single C3H3NO2 molecule in a non-equilibrium geometry. Source: the Open Molecules 2025 dataset; level of theory: wB97M-V/def2-TZVPD.

Calculated values
Gap between HOMO and LUMO, hartree: 0.3386
Largest force on an atom, eV/A: 7.61
SMILES: O=[N+]([O-])C1=CC1
Energy relative to the best compared isomer or geometry (same formula, charge and spin), kJ/mol: 663.6
Highest occupied orbital energy, eV: -10.1

The geometry in ORCA input format:
```
! RIJCOSX wB97M-V def2-TZVPD def2/J DEFGRID3
* xyz 0 1
O -1.99548 -1.19575 0.19883
N -1.62575 -0.05857 -0.01722
O -2.34405 0.90184 -0.20418
C -0.25078 0.13964 -0.03819
C 0.89172 0.87167 0.34567
C 1.10372 -0.49240 -0.24800
H 1.30695 1.71439 0.83714
H 1.48385 -0.56933 -1.26016
H 1.42981 -1.31150 0.38612
*
```

---

# 6
A molecular structure, C5H11CeO4 in a non-equilibrium geometry. Source: the Open Molecules 2025 dataset; level of theory: wB97M-V/def2-TZVPD.

Calculated values
Gap between HOMO and LUMO (alpha / beta), hartree: 0.1989 / 0.1784
Largest force on an atom, eV/A: 4.34
Highest occupied orbital energy (alpha / beta), eV: -5.0 / -4.4
<S²>: 1.0093

The geometry in ORCA input format:
```
! RIJCOSX wB97M-V def2-TZVPD def2/J DEFGRID3
* xyz 0 2
O 0.37976 0.03132 -2.39754
C 1.07219 -0.92064 -1.87483
C 1.35725 -1.01824 -0.52804
O 0.71589 -0.08876 0.29205
C -0.29341 -0.60796 1.15185
C -1.37236 0.43110 1.31216
O -1.85608 0.76112 0.02351
C -3.03354 1.54549 0.05082
Ce 0.10373 1.92590 -1.37397
H 1.52679 -1.67648 -2.53800
H 3.63745 -0.86677 -0.11473
H 0.13735 -0.85726 2.13344
H -0.71447 -1.52314 0.71116
H -0.97899 1.33901 1.80366
H -2.18419 0.02126 1.93378
H -3.21000 1.91310 -0.96631
H -3.88907 0.93406 0.37677
H -2.91737 2.40655 0.72985
H 1.63587 -1.97779 -0.07985
O 4.71662 -0.81923 0.09640
H 5.16658 -0.95262 -0.74218
*
```